102
Properties=species:S:1:pos:R:3:forces:R:3 method="wB97M-V/def2-TZVPD" total_charge=0 homo_lumo_gap_ev=7.5 e_lumo_ha=-0.0540
Cl -1.6331 -1.5696 -8.6990 -0.5 -0.7 -0.4
S 2.7921 0.5396 -7.2024 -0.1 0.2 -0.2
P -0.2187 -0.3476 -7.6015 1.6 1.2 -0.4
F -2.6177 -1.4975 -2.9054 -0.3 0.6 -3.0
F -3.2704 -3.6620 -3.9374 0.9 2.0 -2.5
F -1.7997 0.8827 -4.0975 0.4 -2.5 -1.4
F -1.5588 -3.2420 -5.3724 -2.4 1.5 0.8
F -0.3727 -0.8777 -4.3016 -2.5 0.7 -1.3
F -4.0481 -0.6114 -4.4318 2.8 -1.9 -0.1
O -4.0858 -4.1487 -6.5379 1.5 4.3 1.7
O -2.6616 0.5134 -6.7999 4.2 -1.7 2.2
O -4.3813 -1.9300 -6.9789 1.8 -0.8 1.7
N -1.3952 -2.9746 5.5299 0.3 3.4 -1.1
N 0.9993 0.8087 10.4518 3.6 0.4 0.1
N 5.1041 -3.6223 -5.8224 4.0 0.1 0.2
N -2.4565 3.6065 2.5508 -0.8 -2.7 -2.5
N -4.1433 7.9685 7.6638 -1.8 -2.5 -1.9
N -0.0957 -1.7784 1.8097 -2.3 -3.4 -0.2
C 7.7708 -3.4176 -5.6382 -0.8 0.2 -0.1
C -0.2381 0.3394 5.5873 0.1 0.2 0.3
C 3.6651 1.0637 10.5689 -0.8 0.2 -0.1
C -1.5977 -0.3656 -4.7906 0.4 1.6 1.6
C -2.4493 3.1173 -1.1705 0.0 0.0 -0.1
C -4.7368 7.1715 7.0287 1.0 1.9 1.4
C 2.1721 0.9202 10.5033 -2.5 -0.5 0.1
C -1.2997 -1.8587 5.1580 -0.4 -2.5 0.5
C -2.2379 1.7908 -0.4468 0.2 0.2 -0.3
C 2.6217 -1.9651 -5.7023 0.1 -1.1 -0.2
C -2.8215 -1.3060 -4.3174 0.3 0.7 2.2
C 1.0170 0.8038 -6.7328 0.0 0.8 1.3
C 3.3039 -1.2285 -6.9478 -0.3 -1.1 0.4
C -3.8225 -2.9637 -6.2085 -2.1 -4.0 -3.4
C -1.1781 -0.4463 4.6701 0.2 -0.6 0.3
C -5.4927 6.1564 6.2208 0.5 0.3 0.5
C 7.9505 -2.6136 -8.0480 0.0 0.0 -0.1
C -0.7618 -2.7575 1.7798 1.8 2.4 0.4
C -1.6071 -0.0125 -6.3517 -4.0 1.2 -1.0
C 3.7732 1.8301 8.1429 0.0 0.0 -0.1
C 6.2776 -3.5332 -5.7414 -2.5 -0.4 0.1
C -3.3454 5.2842 5.1648 0.1 0.0 0.1
C 8.2755 -2.3266 -6.5858 0.0 0.2 -0.3
C -0.7327 0.4062 7.0288 0.1 0.1 0.0
C -2.8271 -2.7687 -4.9707 -0.9 -1.3 0.8
C 4.1276 2.1472 9.5920 0.0 0.2 -0.3
C -1.6012 -4.0011 1.7267 0.5 0.6 -0.2
C -4.6054 4.9386 5.9511 0.3 -0.1 -0.1
C -2.0718 -4.2478 0.2916 -0.1 0.1 -0.3
C -3.0893 1.6603 0.8182 0.4 0.6 0.4
C -2.9222 -3.1062 -0.2528 -0.1 0.0 -0.1
C -2.7349 2.7500 1.7886 0.4 1.7 1.8
H -2.7600 4.3838 4.9713 -0.1 0.1 -0.1
H -1.0076 -4.8477 2.0801 0.0 0.2 0.1
H -3.2610 -3.3338 -1.2658 0.0 0.0 0.1
H 8.0389 -3.1738 -4.6072 -0.2 -0.1 0.0
H 9.3594 -2.2315 -6.4745 -0.1 0.0 0.1
H 2.9540 -1.5757 -4.6828 -0.4 -0.2 -1.5
H -2.4567 -3.8842 2.3974 0.2 0.1 0.0
H 0.7575 -0.1157 5.5750 -0.1 0.0 -0.1
H 3.1214 -1.7685 -7.9527 0.2 0.6 1.8
H 8.3538 -1.8255 -8.6883 0.0 -0.1 0.0
H 5.2121 2.2632 9.6756 -0.1 0.0 0.1
H 0.6654 -1.4687 -7.6239 -0.5 0.5 0.2
H 0.9622 0.8164 -5.5929 -0.1 -0.2 -1.4
H -2.3574 -2.1716 -0.3023 0.0 -0.1 0.1
H -2.6543 -5.1731 0.2604 0.1 0.0 0.1
H -2.9128 0.6908 1.2913 0.0 0.1 0.1
H -4.1529 1.7301 0.5745 0.1 0.1 0.1
H -4.3157 4.4741 6.8991 -0.2 0.1 0.0
H -3.4985 3.2467 -1.4533 0.1 0.0 0.0
H 3.6793 3.1078 9.8646 0.1 -0.1 0.1
H 8.3843 -3.5662 -8.3666 -0.1 0.1 0.0
H -1.7230 0.8689 7.0823 0.1 0.0 0.0
H -0.0470 0.9993 7.6387 -0.1 0.0 0.0
H 4.1280 0.1036 10.3252 -0.2 0.0 0.0
H -2.1528 3.9672 -0.5502 -0.1 -0.1 0.0
H 4.2165 0.8798 7.8297 -0.1 0.1 0.0
H 2.9645 -3.0648 -5.7421 -0.6 1.9 0.1
H 1.4823 -1.9943 -5.7191 1.5 0.3 -0.1
H -1.8449 3.1536 -2.0801 -0.1 0.0 0.0
H -1.1780 1.6907 -0.1924 -0.1 -0.1 0.1
H -1.2069 -4.3906 -0.3641 0.0 -0.1 0.1
H 3.9531 1.3294 11.5891 -0.2 -0.1 0.0
H 8.2223 -4.3817 -5.8868 -0.2 0.0 0.0
H -2.1694 0.0153 4.6506 0.0 -0.1 0.1
H 6.8718 -2.6518 -8.2213 0.1 -0.1 0.0
H -0.7902 -0.4553 3.6475 -0.1 -0.2 0.1
H -3.5962 5.7397 4.2026 0.1 -0.1 0.1
H -3.8053 -2.9427 0.3729 0.1 0.0 0.0
H -0.7921 -0.5868 7.4813 0.0 0.1 -0.1
H -6.3865 5.8555 6.7732 0.1 0.2 0.0
H 0.7542 1.8788 -7.0709 0.6 -1.6 0.5
H -0.1851 0.5062 -8.7740 -0.1 -0.7 0.8
H -2.7034 5.9763 5.7164 -0.1 0.0 0.0
H 4.1470 2.6143 7.4802 0.0 -0.1 0.0
H -0.1314 1.3572 5.2007 0.0 -0.1 -0.1
H -4.4434 -2.2141 -7.9279 0.1 -0.2 1.3
H -5.8130 6.6138 5.2809 0.1 0.1 0.1
H 2.6917 1.7700 7.9964 0.1 0.0 0.1
H -5.1808 4.1952 5.3913 -0.1 0.1 0.1
H 7.8377 -1.3626 -6.3077 0.1 -0.1 0.1
H 4.4414 -1.2491 -6.7524 -1.8 0.4 -0.4
H -2.4838 0.9712 -1.1285 0.0 0.0 0.2


122
Properties=species:S:1:pos:R:3:forces:R:3 method="wB97M-V/def2-TZVPD" total_charge=0 homo_lumo_gap_ev=7.8 e_lumo_ha=-0.0234
Br -2.9654 -8.7900 -2.4170 -0.1 0.3 0.1
Br 8.8438 2.7723 -0.1645 0.2 -0.2 -0.1
Br 13.2511 1.8049 -5.3164 -0.1 -0.3 -0.1
Br 0.3659 -4.9325 1.6682 -0.2 -0.2 0.1
Br 16.9875 1.2205 -2.9380 0.1 0.1 -0.3
Br -8.1432 -7.8709 1.2669 -0.2 0.3 -0.1
Br -1.1167 -7.7745 1.5265 0.0 0.3 0.2
Br 12.9567 -1.1876 -6.4394 -0.2 0.3 0.1
Br -5.4227 -7.3783 -0.9070 0.4 0.0 -0.2
Br 7.6452 -0.8635 -1.8504 -0.2 -0.2 0.2
Br 3.5891 -2.2269 -5.7796 0.3 0.0 0.1
Br 17.6477 0.6367 -6.0247 0.0 0.2 0.3
Br 3.3776 1.1928 1.1536 -1.5 0.7 -0.2
Br -9.4784 -5.0389 1.9747 0.1 -0.3 -0.3
Br 11.6081 1.1772 0.1811 -0.2 0.2 -0.2
Br -8.8443 -5.7907 -1.0800 -0.1 -0.1 0.3
Br 0.1597 2.3408 -2.1379 1.1 -0.5 0.8
Br 6.5183 -3.4045 -6.3656 -0.2 0.3 0.2
Br 17.1445 3.6470 -5.0321 0.1 -0.3 0.1
Br -2.6306 -5.8298 -1.2207 -0.2 0.0 -0.3
Br 6.6804 -1.7568 1.0783 -0.1 0.1 -0.4
Br 10.5024 0.1916 -4.8960 0.2 0.0 -0.2
Br 4.7253 -2.1265 -1.4416 0.3 0.0 0.1
Br 11.1195 2.9970 -2.4171 -0.1 -0.1 0.4
Br -1.7243 -5.7661 3.9551 0.3 -0.2 -0.3
Br 6.1766 -0.3743 -5.3655 -0.2 -0.3 -0.1
S 0.0594 4.2182 0.7285 3.3 6.7 0.9
O 0.1559 5.1795 1.9035 -1.0 -3.7 -1.9
O 0.9972 4.8161 -0.2970 -3.2 -2.9 1.4
O -7.2001 -0.5750 -0.5770 3.1 0.9 -0.8
O -4.4233 0.2159 2.3140 0.2 0.2 -0.2
O -1.5069 4.2166 0.2833 2.2 -1.3 0.2
N -1.5473 -1.9298 0.4828 0.2 0.8 0.8
N 0.6566 -1.3743 1.1842 -0.5 0.9 0.9
N -5.9646 1.2911 -1.2206 0.2 -0.8 -0.2
N -3.3932 -2.6450 4.5926 1.2 0.1 -0.2
N -0.0842 -0.8590 -1.0496 0.7 -0.1 0.0
C -1.2464 -5.9250 2.0844 -0.1 -0.1 0.0
C -2.9374 5.9126 1.8497 -0.8 -2.4 0.4
C -0.3115 -0.3003 3.9701 -0.2 -1.0 1.5
C -2.1671 -1.8411 4.8986 0.1 0.9 -0.3
C -5.9218 3.5574 0.0496 -0.1 0.1 -0.6
C 2.8630 1.0326 -1.8641 -1.5 0.4 -0.6
C -6.0721 -0.1418 -0.9056 -3.0 -1.6 1.0
C 0.5818 2.5248 1.2540 1.4 -1.3 1.2
C 1.6609 1.8499 0.3359 -0.4 0.1 -3.0
C -4.8744 -1.1776 -0.9124 -0.4 0.9 0.2
C -1.1577 0.5051 0.8065 -0.7 0.8 -0.6
C -4.2903 1.5377 2.8795 -1.6 0.3 1.2
C -2.4095 3.4190 1.0867 -4.4 0.7 0.3
C -6.5026 2.0734 -0.0695 -0.7 0.0 0.3
C 12.0419 0.4740 -6.0417 0.1 0.1 0.0
C 10.3010 1.8715 -1.0700 0.0 0.0 -0.1
C -9.3374 -6.4638 0.6691 -0.1 0.1 0.0
C -3.8503 -7.1148 -2.0082 -0.2 -0.1 0.0
C 6.1397 -1.0638 -0.6480 0.1 0.2 0.2
C -3.3638 2.7500 -0.0039 0.7 0.0 -1.7
C -3.3062 4.5327 1.8615 1.5 2.7 0.0
C 17.8150 1.8915 -4.5570 0.1 0.0 0.0
C -4.4827 3.7385 -0.6219 -0.3 -1.3 -0.4
C -1.8117 2.5342 2.2517 2.5 0.5 1.2
C -0.4771 -0.8511 0.4338 -0.4 -2.7 -2.0
C -0.5776 1.5343 1.8499 -1.0 0.6 -0.2
C 5.4661 -2.1757 -5.2985 0.1 0.0 0.1
C 1.6530 1.7044 -1.0534 1.0 -0.4 1.7
C -2.8387 1.9713 3.3226 -1.6 0.6 0.2
C -1.4913 -1.2589 3.5481 0.1 -1.1 1.1
C 0.0884 0.9809 3.1872 1.5 1.0 -0.1
C -6.7031 1.5409 -2.4863 -0.6 0.2 -1.8
H -0.5506 -1.6440 -1.5271 0.2 0.6 0.5
H -1.2213 3.2800 2.9127 -1.0 -0.7 -1.1
H -2.8561 6.4218 2.8666 -1.4 -0.1 -1.7
H -4.1387 4.8116 -0.7072 -0.4 -1.2 0.5
H -5.3711 -0.0212 2.2782 0.7 0.3 0.1
H 5.7332 -0.0687 -0.4782 0.0 -0.2 -0.1
H 5.5390 -2.5078 -4.2653 0.0 0.1 -0.2
H -4.8402 2.2621 2.1972 1.1 -0.6 0.8
H -7.3701 2.4684 -2.4485 1.0 -1.2 0.3
H -3.9078 -0.5910 -0.9739 -1.0 -1.0 0.0
H -1.1244 -2.8557 0.3764 -0.2 0.5 -0.2
H 1.2137 2.8258 2.1707 -1.2 -0.1 -1.3
H -2.3098 -0.8332 2.9029 1.0 -0.3 0.7
H -4.2164 4.2814 2.4759 1.9 -0.3 0.1
H -6.6556 4.2379 -0.5001 1.0 -0.7 0.8
H 1.2097 0.8725 2.9453 -1.6 0.1 0.3
H -2.0541 -5.4766 1.5103 0.2 -0.1 0.1
H -1.0474 -2.1639 3.0174 -0.7 1.3 0.5
H 0.0785 1.8758 3.9119 -0.1 -1.2 -1.0
H -2.5029 -0.9846 5.5842 0.7 -1.0 -0.9
H -3.1239 -3.6348 4.6526 -0.5 0.7 -0.4
H -4.6116 3.3787 -1.7045 0.2 0.5 1.5
H 18.8767 2.0011 -4.3507 -0.2 0.0 -0.1
H 3.7947 1.6678 -1.7673 -1.0 -0.9 0.1
H -6.0146 1.7025 -3.3899 -0.7 -0.2 1.4
H 2.9995 -0.0494 -1.5458 0.0 1.6 -0.1
H -10.3258 -6.9059 0.5722 0.2 0.1 0.0
H 1.3505 -0.6917 1.4855 -0.2 -0.4 -0.4
H -7.6403 2.1270 -0.2157 1.5 0.0 0.7
H -1.3867 -2.4547 5.4600 -1.1 0.7 -0.6
H -0.5453 0.0047 5.0574 0.3 -0.2 -1.6
H 0.6031 -0.9835 4.1042 -1.2 1.1 -0.4
H -3.8135 1.7499 0.2660 0.4 1.3 0.1
H -2.6869 2.5223 -0.9065 -0.8 0.2 1.4
H 1.0630 -2.2221 0.7892 -0.2 0.6 0.0
H -2.2428 0.2893 1.1150 1.7 0.0 -0.2
H -5.9446 3.8339 1.1498 0.0 -0.1 -1.3
H -6.2921 1.4507 0.8679 -0.3 1.1 -1.3
H 2.5798 0.9917 -2.9723 0.4 0.2 1.6
H -5.0159 -1.9169 -1.7617 0.3 1.1 0.8
H 9.8721 1.0171 -1.5883 0.1 0.2 0.1
H -3.6201 -2.4079 3.6158 -0.1 -0.6 0.6
H -4.9192 1.5289 3.8457 1.0 0.2 -1.2
H 11.6678 0.8649 -6.9847 0.1 -0.1 0.2
H -1.2908 1.0687 -0.1842 0.4 -0.8 1.4
H 0.9149 -1.1205 -1.0782 -0.6 0.5 -0.1
H -2.2781 -1.7421 -0.2080 0.5 -0.3 0.2
H -4.1886 -6.6949 -2.9523 0.1 -0.1 0.2
H -3.0722 2.8443 4.0377 0.4 -1.2 -1.2
H -2.4573 1.1735 4.0232 0.0 0.7 -1.2
H -4.9719 -1.7831 0.0526 0.3 1.0 -1.3
H -7.3850 0.6715 -2.7937 0.8 1.2 0.7
H -2.7060 6.4825 0.9055 1.1 -1.0 1.4